Record 1
The following is a quantum chemistry calculation of a structure of composition C36H84Cd2N4O25, from the OMol25 dataset.

Computed properties:
total charge	+2
frontier orbital gap	3.253	eV

```
151
C36H84Cd2N4O25 (ωB97M-V/def2-TZVPD)
O 2.402 3.522 5.195
H 3.070 2.857 5.008
H 1.511 3.180 5.608
H 2.184 4.062 4.388
O 5.133 -0.895 1.187
H 5.062 -0.977 2.149
H 5.277 0.092 0.971
H 4.371 -1.353 0.703
Cd -4.322 1.529 2.678
Cd 3.372 -0.533 4.704
C -0.594 -0.750 5.965
C -1.960 -0.518 5.765
C -2.458 0.811 5.291
O -3.553 1.049 4.642
C -1.632 1.900 5.306
C -0.309 1.768 5.823
C 0.327 0.351 5.802
O 1.528 0.206 5.449
O 0.312 2.742 6.290
O -2.808 -1.399 5.968
H -0.048 -1.675 6.058
H -1.910 2.856 4.893
C 1.399 2.017 2.368
C 0.098 2.471 2.158
C -1.077 1.543 1.878
O -2.307 1.880 1.827
C -0.781 0.202 1.901
C 0.539 -0.304 1.996
C 1.743 0.651 2.321
O 2.807 0.131 2.784
O 0.785 -1.514 1.794
O -0.080 3.710 2.179
H 2.186 2.744 2.516
H -1.574 -0.534 1.899
O 0.574 4.209 -0.658
H 0.162 4.122 0.213
H -0.101 4.613 -1.214
O -2.112 5.419 3.124
H -2.236 4.944 3.951
H -1.707 4.770 2.524
O 2.178 -2.397 4.223
H 1.358 -2.738 4.626
H 1.955 -2.287 3.277
O 1.202 -4.588 1.364
H 0.509 -4.379 2.002
H 1.111 -3.917 0.685
O 2.971 -2.003 0.332
H 2.095 -1.914 0.764
H 2.802 -2.470 -0.496
O -0.503 -3.051 3.645
H -1.025 -2.544 4.279
H -0.061 -2.392 3.083
O 2.480 5.566 3.375
H 1.904 5.545 2.594
H 3.161 6.215 3.164
C 0.943 -1.552 -2.960
O 0.511 -0.227 -2.788
C -0.536 -0.125 -1.852
C -0.976 1.312 -1.672
N -1.410 2.104 -2.819
C -2.681 1.651 -3.297
C -3.338 2.585 -4.343
O -2.571 2.645 -5.529
C -2.688 3.934 -6.119
H 1.886 -1.554 -3.508
H 0.292 -2.163 -3.594
H 1.032 -2.041 -1.983
H -0.303 -0.610 -0.895
H -1.401 -0.687 -2.236
H -0.150 1.856 -1.194
H -1.757 1.430 -0.917
H -0.713 1.932 -3.542
H -3.432 1.739 -2.501
H -2.690 0.595 -3.599
H -3.454 3.556 -3.862
H -4.267 2.005 -4.392
H -2.085 4.697 -5.621
H -3.736 4.234 -6.191
H -2.288 3.826 -7.128
C -6.453 3.798 -3.363
O -5.768 3.497 -2.155
C -6.506 3.324 -1.004
C -5.561 3.177 0.207
N -5.376 1.876 0.811
C -4.645 0.963 -0.097
C -4.719 -0.483 0.382
O -4.213 -0.522 1.722
C -4.442 -1.818 2.327
H -6.834 4.821 -3.254
H -7.293 3.106 -3.453
H -5.772 3.890 -4.201
H -7.124 2.409 -1.093
H -7.240 4.118 -0.824
H -5.971 3.908 0.914
H -4.638 3.725 0.001
H -6.316 1.473 0.826
H -3.697 1.402 -0.393
H -5.202 0.951 -1.043
H -4.165 -1.120 -0.309
H -5.784 -0.732 0.409
H -3.699 -2.494 1.901
H -5.420 -2.228 2.068
H -4.371 -1.769 3.411
C 2.876 1.080 -1.025
O 3.859 1.170 -0.014
C 4.404 2.454 0.155
C 5.298 2.456 1.400
N 6.473 1.523 1.282
C 7.220 1.710 0.048
C 8.545 0.979 0.029
O 9.419 1.537 0.988
C 10.760 1.193 0.717
H 2.333 0.141 -0.957
H 3.430 1.119 -1.968
H 2.113 1.862 -0.963
H 3.585 3.128 0.437
H 4.883 2.841 -0.745
H 4.806 2.235 2.352
H 5.575 3.501 1.586
H 6.998 1.654 2.139
H 7.402 2.746 -0.254
H 6.611 1.316 -0.771
H 8.967 1.269 -0.946
H 8.590 -0.113 -0.034
H 11.210 1.692 -0.143
H 10.974 0.125 0.803
H 11.438 1.546 1.503
C -1.366 -3.329 -0.478
O -1.944 -3.547 -1.796
C -1.140 -4.525 -2.490
C -2.009 -4.767 -3.730
N -1.806 -6.114 -4.305
C -0.409 -6.403 -4.695
C -0.272 -7.733 -5.398
O -0.494 -8.780 -4.470
C -1.012 -9.968 -5.022
H -1.820 -2.431 -0.056
H -0.289 -3.243 -0.585
H -1.751 -4.180 0.084
H -1.110 -5.481 -1.959
H -0.137 -4.161 -2.717
H -1.851 -3.974 -4.472
H -3.044 -4.685 -3.412
H -2.374 -6.194 -5.142
H 0.095 -6.276 -3.731
H 0.095 -5.616 -5.277
H 0.736 -7.858 -5.810
H -0.966 -7.827 -6.239
H -1.606 -10.527 -4.299
H -0.165 -10.643 -5.208
H -1.526 -9.863 -5.979
```

***

Record 2
The following is a quantum chemistry calculation of a cluster of 7 separate species, C36H84FNO18P in total, from the OMol25 dataset.

Computed properties:
total charge	-1
frontier orbital gap	6.489	eV

```
141
C36H84FNO18P (ωB97M-V/def2-TZVPD)
C -1.158 3.738 -3.892
C -0.615 2.369 -3.346
C -1.812 1.431 -2.883
C 0.257 1.632 -4.463
C 1.411 0.913 -3.683
C 2.204 -0.131 -4.581
C 2.571 0.781 -5.849
O 3.043 1.903 -5.619
O 2.472 0.360 -7.020
N 3.464 -0.575 -4.017
C 4.538 -0.862 -4.971
C 4.243 -1.934 -6.066
F 4.582 -3.248 -5.639
C 3.480 -1.598 -2.977
C 2.380 -1.585 -1.883
C 2.840 -2.401 -0.593
O 3.874 -3.354 -0.841
P 0.912 -1.451 -4.969
O -0.263 -1.435 -4.018
O 1.480 -3.001 -4.957
O 0.210 -1.261 -6.456
H -0.875 4.562 -3.200
H -2.268 3.705 -3.963
H -0.788 4.002 -4.902
H 0.053 2.563 -2.483
H -2.039 0.644 -3.627
H -1.550 1.001 -1.892
H -2.741 2.036 -2.770
H -0.439 0.936 -4.963
H 0.629 2.443 -5.116
H 0.923 0.439 -2.811
H 2.111 1.687 -3.304
H 5.032 0.040 -5.391
H 5.362 -1.334 -4.377
H 4.956 -1.716 -6.896
H 3.236 -1.866 -6.512
H 3.517 -2.635 -3.406
H 4.444 -1.507 -2.420
H 2.284 -0.538 -1.522
H 1.415 -2.029 -2.182
H 1.950 -2.985 -0.246
H 3.078 -1.719 0.248
H 3.594 -3.914 -1.579
H 1.207 -3.385 -4.106
H -0.344 -2.059 -6.550
C 0.613 4.686 0.721
O -0.572 4.199 0.117
C -1.310 3.342 0.974
C -2.499 4.059 1.585
O -2.083 5.077 2.493
C -2.168 6.374 1.929
H 1.006 5.489 0.097
H 0.424 5.082 1.723
H 1.360 3.887 0.776
H -0.668 2.918 1.753
H -1.677 2.517 0.355
H -3.083 3.337 2.165
H -3.148 4.472 0.807
H -3.216 6.687 1.862
H -1.707 6.419 0.940
H -1.641 7.065 2.589
C -0.473 2.302 4.977
O 0.571 2.060 4.046
C 1.786 2.694 4.416
C 2.763 1.702 5.027
O 2.292 1.218 6.284
C 1.735 -0.082 6.185
H -1.296 1.624 4.751
H -0.147 2.125 6.005
H -0.831 3.333 4.877
H 1.598 3.530 5.098
H 2.228 3.100 3.500
H 3.711 2.214 5.218
H 2.959 0.874 4.340
H 2.530 -0.823 6.053
H 1.021 -0.156 5.361
H 1.211 -0.295 7.118
C -3.601 1.864 7.671
O -3.221 0.779 6.839
C -2.054 0.114 7.304
C -2.401 -1.185 8.008
O -3.100 -0.946 9.225
C -4.494 -1.169 9.105
H -4.603 2.180 7.379
H -3.619 1.577 8.725
H -2.913 2.704 7.529
H -1.467 0.768 7.957
H -1.447 -0.117 6.423
H -1.472 -1.700 8.271
H -2.977 -1.843 7.351
H -4.700 -2.243 9.051
H -4.911 -0.670 8.227
H -4.978 -0.766 9.995
C 0.550 -5.396 -6.917
O 0.913 -6.488 -7.755
C 2.083 -7.154 -7.303
C 1.739 -8.448 -6.587
O 1.056 -8.199 -5.363
C -0.340 -8.415 -5.465
H -0.455 -5.075 -7.194
H 0.548 -5.679 -5.862
H 1.239 -4.562 -7.072
H 2.681 -6.500 -6.661
H 2.679 -7.393 -8.190
H 2.669 -8.966 -6.333
H 1.151 -9.107 -7.234
H -0.553 -9.489 -5.512
H -0.764 -7.917 -6.341
H -0.811 -8.005 -4.571
C 0.972 6.808 7.819
O 0.879 5.535 8.437
C 1.961 4.677 8.092
C 2.986 4.604 9.208
O 3.652 5.850 9.386
C 3.162 6.575 10.501
H 0.244 7.467 8.292
H 1.967 7.244 7.938
H 0.732 6.726 6.754
H 2.428 4.995 7.154
H 1.540 3.678 7.936
H 3.750 3.871 8.934
H 2.521 4.273 10.143
H 3.508 6.114 11.431
H 2.070 6.630 10.501
H 3.560 7.589 10.445
C -5.814 -3.051 -7.315
O -5.900 -4.321 -6.689
C -4.816 -5.174 -7.031
C -3.785 -5.235 -5.918
O -3.128 -3.988 -5.752
C -3.614 -3.253 -4.637
H -6.544 -2.392 -6.845
H -4.822 -2.610 -7.199
H -6.056 -3.141 -8.379
H -4.353 -4.859 -7.971
H -5.232 -6.177 -7.178
H -3.016 -5.967 -6.192
H -4.243 -5.563 -4.979
H -3.256 -3.706 -3.708
H -4.707 -3.205 -4.629
H -3.220 -2.239 -4.701
```

***

Record 3
The following is a quantum chemistry calculation of a cluster of 12 separate species, C36H84N12O12 in total, from the OMol25 dataset.

Computed properties:
SMILES	CNC(C)=O.CNC(C)=O.CNC(C)=O.CNC(C)=O.CNC(C)=O.CNC(C)=O.CNC(C)=O.CNC(C)=O.CNC(C)=O.CNC(C)=O.CNC(C)=O.CNC(C)=O
energy relative to the best compared isomer or geometry (same formula, charge and spin)	7.541	eV
total charge	0
frontier orbital gap	9.416	eV

```
144
C36H84N12O12 (ωB97M-V/def2-TZVPD)
C -5.199 -4.757 -7.867
N -4.979 -3.353 -7.504
C -5.915 -2.585 -6.956
C -5.394 -1.178 -6.552
O -7.053 -2.974 -6.692
H -5.741 -5.079 -8.756
H -5.889 -5.252 -7.184
H -4.294 -5.363 -7.914
H -4.096 -2.865 -7.450
H -5.260 -1.006 -5.484
H -6.055 -0.412 -6.957
H -4.393 -0.930 -6.907
C 1.605 0.908 -2.451
N 2.205 0.817 -1.146
C 1.528 0.572 -0.014
C 2.298 0.507 1.262
O 0.295 0.446 0.069
H 1.621 -0.061 -2.950
H 2.224 1.592 -3.031
H 0.701 1.516 -2.443
H 3.098 1.260 -0.985
H 3.317 0.182 1.054
H 1.883 -0.148 2.028
H 2.127 1.455 1.773
C -3.262 -6.868 -0.408
N -2.864 -8.095 0.327
C -3.690 -9.089 0.640
C -3.106 -10.212 1.467
O -4.844 -9.162 0.251
H -2.834 -6.006 0.104
H -4.327 -6.740 -0.601
H -2.830 -6.764 -1.403
H -1.863 -8.221 0.384
H -3.174 -9.956 2.524
H -2.116 -10.551 1.163
H -3.866 -10.980 1.321
C 6.664 -0.676 9.086
N 6.325 -1.521 7.948
C 6.877 -2.716 7.630
C 8.094 -3.195 8.337
O 6.425 -3.319 6.690
H 6.235 -1.179 9.953
H 6.267 0.311 8.851
H 7.749 -0.723 9.174
H 5.471 -1.331 7.443
H 7.809 -3.305 9.383
H 8.924 -2.495 8.238
H 8.410 -4.207 8.085
C 4.641 5.397 -10.154
N 4.871 6.453 -11.075
C 6.062 6.911 -11.545
C 6.143 8.234 -12.288
O 7.022 6.170 -11.429
H 4.043 4.631 -10.648
H 4.053 5.847 -9.355
H 5.503 4.932 -9.675
H 4.041 6.965 -11.336
H 6.453 9.063 -11.652
H 5.202 8.457 -12.791
H 7.014 8.263 -12.942
C -0.915 -0.507 11.483
N -1.246 -1.475 12.454
C -1.522 -1.182 13.747
C -1.742 -2.358 14.674
O -1.602 -0.051 14.212
H -1.720 -0.300 10.778
H -0.105 -0.891 10.865
H -0.543 0.434 11.890
H -1.711 -2.290 12.080
H -1.564 -1.969 15.676
H -1.081 -3.206 14.492
H -2.806 -2.594 14.661
C 2.849 -7.274 -6.732
N 3.278 -8.649 -7.095
C 3.404 -9.026 -8.394
C 3.745 -10.474 -8.590
O 3.123 -8.307 -9.314
H 3.343 -6.418 -7.191
H 2.879 -7.100 -5.657
H 1.778 -7.423 -6.871
H 3.638 -9.233 -6.354
H 4.692 -10.602 -9.115
H 2.893 -10.990 -9.034
H 3.972 -10.938 -7.630
C -0.337 8.100 -7.393
N 0.637 9.042 -6.861
C 1.065 10.086 -7.534
C 2.069 10.984 -6.878
O 0.695 10.388 -8.680
H -0.075 7.842 -8.419
H -1.376 8.393 -7.244
H -0.245 7.105 -6.957
H 0.803 8.961 -5.868
H 2.349 10.723 -5.858
H 1.763 12.019 -7.034
H 3.050 10.727 -7.278
C -3.434 -5.121 7.129
N -4.854 -5.519 7.395
C -5.436 -5.650 8.583
C -6.978 -5.771 8.592
O -4.881 -5.687 9.663
H -3.249 -5.499 6.124
H -2.778 -5.662 7.811
H -3.192 -4.060 7.189
H -5.453 -5.278 6.619
H -7.336 -6.726 8.208
H -7.426 -4.977 7.996
H -7.267 -5.779 9.643
C -2.127 6.384 4.490
N -1.488 7.561 3.844
C -1.351 8.656 4.497
C -0.770 9.845 3.695
O -1.701 8.962 5.674
H -1.898 5.641 3.726
H -3.205 6.540 4.476
H -1.652 6.136 5.439
H -1.094 7.478 2.917
H -1.200 10.059 2.717
H 0.250 9.490 3.544
H -0.656 10.806 4.196
C -8.671 0.138 2.256
N -9.632 0.930 2.962
C -10.616 0.347 3.679
C -11.500 1.257 4.417
O -10.805 -0.853 3.739
H -8.411 0.729 1.377
H -9.190 -0.742 1.877
H -7.741 -0.083 2.779
H -9.438 1.921 2.987
H -11.949 2.142 3.966
H -11.077 1.541 5.380
H -12.304 0.543 4.600
C 8.415 1.517 -3.229
N 8.188 2.882 -3.831
C 7.749 3.996 -3.172
C 7.868 5.328 -3.846
O 7.306 3.823 -2.067
H 9.484 1.410 -3.050
H 7.985 0.709 -3.822
H 8.066 1.452 -2.199
H 8.298 2.946 -4.832
H 7.854 5.342 -4.935
H 8.706 5.906 -3.457
H 6.998 5.830 -3.420
```

***

Q: Which maximum force values were calculated for the entries above? A: 0.10383, 0.06064, 0.14622, in Eh/bohr.
Q: Which electronic energy values were calculated for the entries above? A: -3856.73075, -3272.18401, -2982.03957, in Ha.